The following is a DFT calculation (wB97M-V/def2-TZVPD) of a 17-piece molecular cluster, C2H37NO18 overall.

The geometry in XYZ format:
```
58
C2H37NO18, DFT wB97M-V/def2-TZVPD
O 1.281 1.654 1.760
C 2.039 1.619 0.779
N 1.785 0.816 -0.273
C 0.562 0.068 -0.567
O 0.929 -0.894 -1.545
H 3.015 2.056 0.857
H 2.594 0.710 -0.907
H 0.424 -0.703 0.263
H -0.203 0.762 -0.897
H 0.786 -0.506 -2.430
H -3.834 -0.355 0.498
H -3.157 1.009 0.128
O -4.035 0.544 0.284
H -2.131 2.741 -2.145
H -2.427 1.376 -1.720
O -1.785 2.089 -1.495
H 1.245 4.145 -0.699
H 0.854 3.652 -2.114
O 1.592 3.974 -1.603
H 2.860 0.814 -3.185
H 1.747 1.681 -2.614
O 1.913 0.849 -3.043
H -0.554 4.960 0.658
H 0.225 3.857 1.444
O -0.022 4.184 0.522
H -2.314 -2.826 -1.574
H -1.452 -3.738 -2.396
O -2.359 -3.376 -2.350
H -3.162 -0.431 -2.321
H -4.590 -0.258 -1.808
O -3.856 0.252 -2.235
H 1.868 -2.168 1.511
H 0.773 -2.283 2.560
O 1.067 -2.656 1.727
H -2.684 -1.855 3.522
H -3.587 -0.867 2.928
O -3.074 -1.014 3.730
H -2.400 -2.243 0.199
H -3.680 -2.761 -0.388
O -3.360 -2.182 0.306
H 3.915 -0.175 0.185
H 4.030 -0.690 1.645
O 4.349 -0.005 1.031
H -0.982 0.829 1.681
H -2.262 0.532 2.440
O -1.552 0.079 1.969
H 0.068 -0.480 3.922
H 1.017 0.024 2.803
O 0.958 -0.538 3.571
H 2.444 -3.398 -0.200
H 2.280 -2.199 -1.091
O 2.748 -2.493 -0.274
H 4.559 1.843 -0.825
H 3.521 2.814 -1.408
O 4.057 1.988 -1.655
H -1.029 -4.309 0.100
H -0.155 -3.151 0.705
O -0.855 -3.365 0.035
```

## Properties
F_max   3.4 eV/Å
Energy above the lowest of the compared OMol25 structures with the same formula, charge and spin   86.90 kJ/mol
HOMO level   -10.037 eV
Total charge   0
Total energy   -1507.46091 Eh